# C33H45F4N6ORuS3Si4Te

C33H45F4N6ORuS3Si4Te as an isolated structure (ωB97M-V with the def2-TZVPD basis set, the Open Molecules 2025 dataset).

```
98
C33H45F4N6ORuS3Si4Te, DFT ωB97M-V with the def2-TZVPD basis set
Ru 0.219 -0.088 -0.232
C -2.148 -1.191 2.102
C -1.612 0.194 2.221
N -0.690 0.689 1.437
C -0.372 1.996 1.739
C -1.058 2.500 2.793
S -2.130 1.316 3.404
C 0.622 2.588 0.857
C 1.224 3.800 0.902
S 2.351 3.942 -0.372
C 1.978 2.370 -0.918
N 1.053 1.781 -0.195
C 2.689 1.767 -2.078
H -1.775 -1.658 1.188
H -3.236 -1.186 2.060
H -1.845 -1.802 2.952
H -1.004 3.484 3.228
H 1.067 4.596 1.612
H 3.070 2.546 -2.737
H 2.008 1.129 -2.640
H 3.532 1.166 -1.732
F 2.042 -1.578 3.866
C 3.286 -1.495 4.342
C 3.539 -1.887 5.604
F 2.547 -2.344 6.332
C 4.874 -1.820 6.181
C 5.895 -1.285 5.293
C 5.622 -0.893 4.032
F 6.594 -0.417 3.269
C 4.301 -0.974 3.468
C 4.026 -0.580 2.177
C 2.743 -0.631 1.560
N 1.823 -0.634 0.869
C 4.970 -0.022 1.252
N 5.588 0.413 0.385
F 7.126 -1.181 5.731
C 5.148 -2.231 7.456
C 4.155 -2.765 8.342
N 3.399 -3.221 9.076
C 6.453 -2.181 8.042
N 7.476 -2.185 8.565
C -3.225 1.567 -4.616
C -3.116 0.934 -3.235
S -1.596 1.429 -2.419
O -1.546 0.514 -1.172
C -2.036 3.060 -1.776
C -3.110 3.045 -0.702
H -4.115 1.184 -5.112
H -2.363 1.326 -5.238
H -3.326 2.651 -4.564
H -3.039 -0.153 -3.280
H -3.950 1.191 -2.584
H -2.318 3.648 -2.653
H -1.094 3.469 -1.407
H -4.098 2.841 -1.108
H -3.151 4.027 -0.231
H -2.885 2.304 0.065
C 1.056 -2.589 -6.529
Si 1.340 -3.933 -5.272
C -0.258 -4.639 -4.611
C 2.465 -5.292 -5.870
Si 2.375 -2.944 -3.315
Te 0.748 -1.361 -2.505
Si 4.497 -1.454 -4.404
C 5.396 -1.040 -2.854
C 5.227 -2.762 -5.468
C 3.685 -0.068 -5.315
Si 3.532 -4.311 -1.702
C 2.155 -5.538 -1.390
C 3.988 -3.351 -0.178
C 4.982 -5.114 -2.552
H 0.364 -2.958 -7.290
H 1.978 -2.308 -7.040
H 0.617 -1.693 -6.086
H -0.820 -5.045 -5.458
H -0.879 -3.889 -4.124
H -0.084 -5.457 -3.911
H 2.033 -5.710 -6.784
H 2.537 -6.104 -5.145
H 3.473 -4.960 -6.112
H 6.084 -1.838 -2.571
H 4.751 -0.820 -2.005
H 5.987 -0.136 -3.048
H 5.354 -3.722 -4.970
H 6.234 -2.392 -5.711
H 4.685 -2.894 -6.403
H 2.846 0.374 -4.789
H 3.354 -0.383 -6.304
H 4.451 0.706 -5.446
H 1.220 -5.060 -1.098
H 2.470 -6.192 -0.572
H 1.967 -6.172 -2.258
H 3.131 -2.772 0.172
H 4.833 -2.680 -0.340
H 4.260 -4.063 0.607
H 4.712 -5.519 -3.529
H 5.328 -5.955 -1.944
H 5.828 -4.435 -2.670
```

Calculated values
**LUMO energy (spin up / spin down)**: -10.48 / -10.48 eV
**Energy relative to the best compared isomer or geometry (same formula, charge and spin)**: 0.0 kcal/mol
**Gap between HOMO and LUMO (spin up / spin down)**: 0.1767 / 0.1768 Ha
**Net charge**: +3



# C17H24B2Cl2IN3O12S

A 2-piece molecular cluster, C17H24B2Cl2IN3O12S overall (ωB97M-V with the def2-TZVPD basis set, the Open Molecules 2025 dataset).

```
62
C17H24B2Cl2IN3O12S, DFT ωB97M-V with the def2-TZVPD basis set
C -4.411 0.688 -2.338
C -3.822 0.407 -1.179
N -3.406 -0.951 -0.940
I -4.631 -2.040 0.298
C -2.048 -1.153 -0.811
N -1.172 -0.473 -0.025
C -1.675 -0.096 1.300
O -2.203 1.203 1.223
C -1.990 1.988 2.392
C -2.059 3.473 2.007
C -2.913 3.757 0.773
B -0.483 0.734 -0.627
O -0.879 1.274 -1.830
C 0.725 1.312 0.173
C 1.936 1.569 -0.763
N -1.539 -2.162 -1.533
C -2.365 -2.949 -2.394
Cl -2.676 -2.204 -3.919
C -2.806 -4.165 -2.050
C -2.513 -4.846 -0.769
Cl -3.752 -5.030 -3.182
S 0.138 -2.643 -1.517
C 0.483 -2.952 -3.233
O 0.256 -3.874 -0.813
O 1.012 -1.617 -1.067
H -4.580 -0.106 -3.048
H -4.752 1.682 -2.566
H -3.721 1.190 -0.446
H -0.799 -0.077 1.948
H -2.358 -0.829 1.721
H -2.780 1.809 3.119
H -1.010 1.812 2.830
H -2.384 4.075 2.849
H -1.047 3.806 1.782
H -3.893 3.301 0.897
H -2.419 3.396 -0.122
H -3.057 4.823 0.641
H -0.437 0.839 -2.566
H 1.034 0.559 0.889
H 0.449 2.241 0.664
H 1.698 1.485 -1.822
H 2.744 0.877 -0.569
H 2.313 2.571 -0.607
H -1.717 -5.569 -0.937
H -3.372 -5.415 -0.435
H -2.164 -4.173 -0.001
H 1.558 -3.069 -3.276
H 0.244 -2.038 -3.769
H -0.082 -3.788 -3.618
B 5.648 0.875 2.105
O 5.406 -0.265 3.018
C 4.161 -0.205 3.462
O 3.639 -0.980 4.211
C 3.494 1.024 2.840
O 2.358 1.373 3.011
O 4.371 1.630 2.063
O 6.757 1.721 2.576
C 7.696 1.763 1.634
O 8.727 2.363 1.701
C 7.223 0.912 0.453
O 7.815 0.728 -0.569
O 6.029 0.411 0.757
```

Calculated values
**LUMO energy**: -3.26 eV
**Gap between HOMO and LUMO**: 0.1975 Ha



# C26H35BrN4O3ReS

C26H35BrN4O3ReS as an isolated structure (ωB97M-V with the def2-TZVPD basis set, the Open Molecules 2025 dataset).

```
71
C26H35BrN4O3ReS, DFT ωB97M-V with the def2-TZVPD basis set
Re -0.569 0.419 -0.671
O 1.444 -1.387 0.262
C 2.579 -1.624 -0.522
C 2.895 -0.520 -1.505
C 4.150 -0.443 -2.102
C 4.391 0.558 -3.026
C 3.365 1.442 -3.331
C 2.150 1.291 -2.687
N 1.928 0.338 -1.792
H 1.642 -0.713 0.930
H 2.373 -2.539 -1.092
H 3.458 -1.814 0.109
H 4.913 -1.160 -1.838
H 5.356 0.638 -3.505
H 3.502 2.233 -4.052
H 1.314 1.952 -2.881
Br -2.206 -4.892 2.519
C -1.989 -4.021 0.846
C -2.425 -4.634 -0.319
C -2.194 -3.975 -1.514
C -1.580 -2.733 -1.480
N -1.214 -2.138 -0.354
C -1.389 -2.771 0.794
H -2.921 -5.593 -0.293
H -2.489 -4.417 -2.453
H -1.370 -2.180 -2.383
H -1.035 -2.275 1.686
O -3.874 0.512 -0.880
S -3.339 1.889 -1.005
N -1.808 1.902 -0.855
C 1.361 3.443 2.035
C 2.270 2.214 2.134
C 2.825 1.901 0.750
C 1.472 1.115 2.797
C 1.898 0.592 4.001
C 1.050 -0.157 4.806
C -0.306 -0.156 4.512
C -0.790 0.362 3.331
C -2.264 0.666 3.178
C -3.035 -0.286 2.266
C -2.428 2.110 2.687
C 0.156 0.765 2.322
N -0.184 0.771 1.053
H 1.910 4.298 1.649
H 0.959 3.696 3.013
H 0.535 3.221 1.360
H 3.111 2.449 2.797
H 1.996 1.700 0.074
H 3.511 1.055 0.770
H 3.364 2.767 0.372
H 2.905 0.796 4.340
H 1.415 -0.633 5.702
H -1.008 -0.535 5.241
H -2.704 0.595 4.182
H -2.648 -0.239 1.248
H -4.080 0.013 2.239
H -2.982 -1.310 2.630
H -2.102 2.189 1.652
H -1.833 2.790 3.294
H -3.469 2.415 2.748
C -0.376 -0.353 -4.836
C -1.251 0.220 -3.705
C -2.695 -0.292 -3.876
O -0.739 -0.106 -2.474
H -0.822 -0.135 -5.805
H -0.288 -1.435 -4.728
H 0.625 0.074 -4.803
H -1.269 1.325 -3.811
H -2.693 -1.345 -4.152
H -3.207 0.271 -4.654
H -3.247 -0.181 -2.944
```

Calculated values
**LUMO energy (spin up / spin down)**: -0.74 / -0.59 eV
**⟨S²⟩**: 0.85
**Energy relative to the best compared isomer or geometry (same formula, charge and spin)**: 45.8 kcal/mol
**Spin multiplicity**: 2
**Gap between HOMO and LUMO (spin up / spin down)**: 0.2275 / 0.2202 Ha



# C35H39N3O2

A 4-piece molecular cluster, C35H39N3O2 overall (ωB97M-V with the def2-TZVPD basis set, the Open Molecules 2025 dataset).

```
79
C35H39N3O2, DFT ωB97M-V with the def2-TZVPD basis set
O 2.325 -3.658 1.137
C 1.699 -2.721 0.707
C 2.247 -1.252 0.748
C 3.617 -0.884 0.434
C 4.011 0.537 0.481
C 3.098 1.614 0.869
C 1.709 1.244 1.187
C 1.318 -0.149 1.107
C -0.153 -0.608 1.387
O -0.843 -0.167 2.275
C -0.656 -1.742 0.427
C -2.001 -1.704 -0.113
C -2.444 -2.779 -1.011
C -3.891 -2.655 -1.600
C -3.723 -1.778 -2.932
C -4.840 -0.690 -3.103
C -4.818 0.433 -2.025
C -3.688 1.302 -1.717
C -3.833 2.354 -0.692
C -5.104 2.547 0.026
C -6.246 1.681 -0.260
C -6.075 0.649 -1.275
C -1.534 -3.889 -1.308
C -0.161 -3.945 -0.766
C 0.266 -2.847 0.085
H 4.371 -1.639 0.127
H 5.063 0.852 0.212
H 3.395 2.691 0.913
H 0.941 2.009 1.468
H -2.671 -0.848 0.130
H -4.224 -3.685 -1.897
H -4.618 -2.181 -0.902
H -2.678 -1.379 -3.053
H -3.855 -2.507 -3.787
H -5.859 -1.164 -3.145
H -4.698 -0.180 -4.103
H -2.725 1.185 -2.265
H -3.000 3.062 -0.448
H -5.221 3.356 0.779
H -7.251 1.779 0.223
H -6.966 0.012 -1.507
H -1.941 -4.693 -1.973
H 0.546 -4.771 -0.988
C -6.834 -3.093 3.455
C -5.373 -3.523 3.383
C -4.692 -3.105 2.077
C -5.383 -3.729 0.918
N -5.932 -4.227 0.023
H -7.431 -3.564 2.670
H -7.269 -3.385 4.412
H -6.929 -2.008 3.355
H -5.316 -4.609 3.498
H -4.830 -3.082 4.222
H -3.647 -3.422 2.077
H -4.716 -2.018 1.962
C 3.473 5.311 -2.529
C 2.108 5.416 -1.858
C 2.161 6.145 -0.512
C 3.050 5.415 0.428
N 3.740 4.851 1.154
H 4.174 4.728 -1.927
H 3.383 4.811 -3.496
H 3.905 6.301 -2.698
H 1.703 4.410 -1.717
H 1.424 5.948 -2.523
H 1.161 6.207 -0.078
H 2.537 7.162 -0.641
C 8.779 0.559 2.176
C 9.392 -0.500 1.266
C 9.449 -0.065 -0.201
C 8.078 0.199 -0.708
N 7.015 0.403 -1.096
H 7.740 0.766 1.909
H 8.785 0.218 3.213
H 9.341 1.495 2.123
H 8.813 -1.423 1.355
H 10.405 -0.722 1.611
H 9.907 -0.848 -0.808
H 10.049 0.842 -0.309
```

Calculated values
**LUMO energy**: -0.22 eV
**Energy relative to the best compared isomer or geometry (same formula, charge and spin)**: 47.5 kcal/mol
**Gap between HOMO and LUMO**: 0.3128 Ha



# C8H28O8

A 9-piece molecular cluster, C8H28O8 overall (ωB97M-V with the def2-TZVPD basis set, the Open Molecules 2025 dataset).

```
44
C8H28O8, DFT ωB97M-V with the def2-TZVPD basis set
C -2.860 1.526 0.377
C -2.338 0.585 1.149
C -3.065 -0.677 1.534
C -0.922 0.809 1.634
C 0.055 0.140 1.029
C 1.434 0.622 1.216
C 2.304 0.866 0.232
C 3.520 1.686 0.461
H -2.363 2.473 0.164
H -3.869 1.629 -0.016
H -3.544 -1.174 0.689
H -3.874 -0.409 2.214
H -2.387 -1.377 2.017
H -0.851 1.514 2.451
H -0.178 -0.603 0.274
H 1.771 0.924 2.197
H 1.983 0.425 -0.702
H 4.478 1.229 0.698
H 3.770 2.430 -0.306
H 3.305 2.425 1.236
O -2.650 -4.080 0.738
H -2.517 -4.440 -0.143
H -3.329 -3.404 0.704
O 0.860 4.005 1.408
H 0.749 3.587 0.542
H -0.022 3.983 1.783
O -0.858 -0.966 -2.278
H -1.230 -0.141 -1.953
H 0.099 -0.814 -2.364
O 1.703 2.100 -2.530
H 1.859 1.312 -2.004
H 2.578 2.420 -2.751
O -0.238 -3.898 1.728
H 0.214 -3.277 2.287
H -1.199 -3.991 1.592
O 0.672 -3.496 -1.271
H 1.044 -4.274 -1.701
H 0.559 -3.763 -0.349
O -0.227 3.772 -1.318
H 0.603 3.560 -1.783
H -0.411 2.864 -1.032
O 2.029 -1.349 -2.069
H 2.343 -1.793 -2.861
H 1.469 -2.017 -1.593
```

Calculated values
**LUMO energy**: 0.26 eV
**Energy relative to the best compared isomer or geometry (same formula, charge and spin)**: 48.0 kcal/mol
**Gap between HOMO and LUMO**: 0.3287 Ha



# C33H25N6PRhS4

C33H25N6PRhS4 as an isolated structure (ωB97M-V with the def2-TZVPD basis set, the Open Molecules 2025 dataset).

```
70
C33H25N6PRhS4, DFT ωB97M-V with the def2-TZVPD basis set
Rh 0.512 -0.253 -0.457
N 1.041 1.278 2.367
P -0.383 0.956 1.485
C -1.089 2.583 1.104
C -2.260 2.610 0.347
C -2.834 3.819 -0.007
C -2.239 5.012 0.387
C -1.074 4.992 1.138
C -0.497 3.778 1.495
C -1.462 0.309 2.780
C -2.162 1.165 3.631
C -2.937 0.641 4.654
C -3.023 -0.735 4.823
C -2.335 -1.591 3.975
C -1.555 -1.070 2.953
C 2.312 1.088 1.855
C 3.439 1.323 2.650
C 4.685 1.104 2.113
C 4.799 0.656 0.796
C 3.643 0.451 0.086
N 2.417 0.668 0.594
H 0.982 1.509 3.347
H -2.724 1.680 0.033
H -3.746 3.833 -0.590
H -2.687 5.957 0.110
H -0.612 5.919 1.449
H 0.420 3.766 2.072
H -2.115 2.237 3.480
H -3.480 1.303 5.314
H -3.634 -1.142 5.618
H -2.406 -2.662 4.109
H -1.000 -1.732 2.298
H 3.318 1.665 3.670
H 5.569 1.275 2.712
H 5.760 0.469 0.340
H 3.667 0.096 -0.937
C 1.725 3.432 -1.284
C 0.550 2.888 -2.021
N 0.061 1.685 -1.883
C -1.045 1.492 -2.688
C -1.392 2.570 -3.438
S -0.311 3.854 -3.144
C -1.746 0.205 -2.661
C -2.730 -0.195 -3.506
S -3.282 -1.746 -3.065
C -2.163 -1.793 -1.768
N -1.428 -0.715 -1.683
C -2.078 -2.979 -0.870
H 2.281 2.619 -0.826
H 1.389 4.110 -0.497
H 2.383 3.987 -1.952
H -2.212 2.666 -4.128
H -3.143 0.332 -4.349
H -3.068 -3.282 -0.533
H -1.453 -2.749 -0.010
H -1.630 -3.824 -1.397
S 1.265 -2.341 0.486
C 1.444 -3.351 -0.900
C 1.472 -4.744 -0.701
C 1.626 -5.618 -1.751
C 1.626 -7.030 -1.497
N 1.621 -8.156 -1.271
C 1.780 -5.128 -3.077
C 1.771 -3.777 -3.295
C 1.591 -2.856 -2.231
S 1.544 -1.204 -2.616
C 1.936 -6.035 -4.178
N 2.049 -6.755 -5.065
H 1.366 -5.131 0.303
H 1.891 -3.391 -4.298
```

Calculated values
**LUMO energy (spin up / spin down)**: -2.62 / -5.38 eV
**⟨S²⟩**: 6.03
**Energy relative to the best compared isomer or geometry (same formula, charge and spin)**: 0.0 kcal/mol
**Spin multiplicity**: 5
**Gap between HOMO and LUMO (spin up / spin down)**: 0.2690 / 0.2112 Ha
**Net charge**: +1



Computed electronic energy (eV) in order:
-130675.7909, -92394.2779, -122638.2373, -45489.6161, -25128.1850, -99201.0279